# 1
Below is a structure of composition C20H16F5N6O6SV in a non-equilibrium geometry, with properties calculated with wB97M-V/def2-TZVPD.

Multiplicity: 4
Strongest force on any atom: 0.066 Eh/bohr
DFT total energy: -92335.300 eV
Kohn-Sham gap (alpha / beta): 4.759 / 6.786 eV
Total charge: -1

The geometry in XYZ format:
```
55
C20H16F5N6O6SV wB97M-V/def2-TZVPD
H -7.0408 0.4468 0.2885
N 2.1825 -1.1542 -0.9347
C -2.4133 2.4741 -2.0915
H 6.0323 -0.4898 -4.4164
C 3.6082 0.2984 -2.2001
F 2.2668 -0.9308 2.1513
C -2.0358 -1.8239 1.9548
C -6.5767 0.3345 -0.7062
C 3.5646 -0.2509 3.9930
V 0.1696 -0.4219 0.5833
C 3.8601 -2.1028 -2.3881
C 2.0518 2.0471 4.2237
C 3.0781 1.8125 5.1164
C 4.8657 -1.9079 -3.3099
H -0.5010 3.3317 -2.5811
O -1.1596 -0.9472 1.7261
H -4.6403 -0.1815 -0.1207
N -0.9337 0.7759 -0.4260
C -3.0531 1.5182 -1.2800
O 1.5917 -0.0912 -0.4274
C 4.6117 0.4731 -3.1278
F 3.3424 2.6968 6.0991
H -3.0137 3.0958 -2.7361
N -2.7277 -2.3375 0.8139
N -5.1660 0.5196 -0.6148
C -4.5351 1.4741 -1.3518
H -6.9529 1.1154 -1.3809
S 0.4833 1.5106 2.0700
C -1.0349 2.5890 -2.0021
N 1.6966 -2.3247 -0.6355
N -2.1006 -2.2688 -0.4546
H 5.3585 -2.7645 -3.7486
H -2.8152 -2.3729 -1.1726
C 5.2469 -0.6276 -3.6886
C 2.5254 -0.0070 3.1153
C 3.8556 0.6595 5.0061
C 3.2186 -0.9915 -1.8280
C 1.7298 1.1548 3.1742
F 4.3050 -1.3667 3.8688
O -2.4331 -2.2176 3.0419
H -1.3800 -2.9885 -0.5658
H 3.1006 1.1392 -1.7499
H -7.7701 -1.0286 -1.4353
O -5.1681 2.2730 -2.0247
H -3.1816 -3.2229 1.0430
H 3.5461 -3.0877 -2.0848
H 4.8990 1.4712 -3.4257
O -6.8366 -0.9575 -1.2148
O 0.6566 -2.2061 0.1369
F 1.3331 3.1740 4.3667
C -2.2716 0.7027 -0.4809
H 0.7284 1.8383 -1.0495
C -0.3418 1.7487 -1.1613
H -2.6953 -0.0364 0.1799
F 4.8716 0.4332 5.8657
```

# 2
Below is the molecule C20H16N2O4 in a non-equilibrium geometry, with properties calculated with wB97M-V/def2-TZVPD.

SMILES: CC(=O)c1cccc(NC(=O)c2cccc(NC(=O)c3ccco3)c2)c1
Multiplicity: 1
Strongest force on any atom: 0.329 Eh/bohr
DFT total energy: -32157.958 eV
Kohn-Sham gap: 7.647 eV
Total charge: 0

The geometry in XYZ format:
```
42
C20H16N2O4 wB97M-V/def2-TZVPD
C 5.8532 -1.5084 0.1156
H 5.6520 1.6501 -2.4886
C 3.3177 -0.4858 0.3690
H 2.7202 -2.0164 1.3744
C -5.6318 -0.5155 -0.5471
C 6.9615 0.3155 -1.1435
H -4.4786 1.5744 0.0928
C -0.2402 0.7272 0.8635
N 2.1448 0.0413 0.2310
H 0.8675 2.6275 1.2985
C -7.6994 0.1543 -0.7011
H 6.9362 -2.0031 0.1484
O -3.4855 -1.7553 -0.4134
H -8.4395 0.8385 -0.5798
H 7.3166 2.0600 -2.0651
H 2.0738 1.1177 0.1049
C -4.1322 -0.5796 -0.3037
H 5.0149 -2.9157 1.3986
C -2.5521 1.0547 0.4041
O -6.4831 0.4008 -0.5221
H 6.2934 2.3081 -0.9432
H -8.6640 -1.9845 -1.1965
H -3.2258 3.2045 0.5513
O 8.0628 -0.0983 -1.1959
C -2.2177 2.5891 0.4133
C -1.0976 3.0303 0.8834
N -3.8041 0.8300 -0.2015
C 5.7272 -0.3464 -0.4535
C 3.5321 -1.7429 1.1162
C -1.3964 0.0849 0.5215
C 4.4247 0.0680 -0.5205
C -6.5206 -1.7967 -0.7371
H 4.1710 1.2316 -0.8366
C 6.5918 1.6433 -1.7436
H -1.5363 -0.8113 0.1997
C -0.0314 2.1258 0.7992
H -6.1193 -2.8239 -1.0015
H -0.9400 4.1610 0.9525
C -7.7335 -1.3268 -0.8636
C 0.9765 -0.1230 0.9509
C 4.8658 -2.1510 0.7668
O 0.8120 -1.2776 1.3712
```

# 3
Below is a structure of composition C20H16N2O5S3Ti in a non-equilibrium geometry, with properties calculated with wB97M-V/def2-TZVPD.

Multiplicity: 1
Strongest force on any atom: 0.059 Eh/bohr
DFT total energy: -89824.643 eV
Kohn-Sham gap: 4.684 eV
Total charge: +2

The geometry in XYZ format:
```
47
C20H16N2O5S3Ti wB97M-V/def2-TZVPD
C 3.5946 -3.2746 -3.6491
C 1.1085 -2.7084 -3.5464
Ti -0.5865 -0.2984 -2.7363
H 1.5399 4.1915 -2.2450
C 0.5456 2.3274 -2.6213
H 3.4480 -1.9517 -1.9221
C -0.7070 0.0737 1.7950
H 1.2571 0.2768 4.5497
H 3.3730 -3.6792 -1.5226
C 0.4493 0.0456 2.5893
C -1.8369 3.6884 -2.3684
C -2.0246 0.6491 3.7301
C 0.0027 -0.6625 6.8073
H 1.4091 -0.1549 2.1313
H -2.7884 4.1920 -2.2623
C -1.7910 2.3350 -2.6486
H 4.4668 -2.6896 -3.9248
H -2.8316 0.4289 1.7614
C -0.8775 0.5722 4.5270
C -1.9428 0.3937 2.3780
C 0.3618 0.2902 3.9422
C -0.7468 -1.9327 6.5733
N 1.6223 -2.8758 -2.3476
H -0.6189 5.4168 -1.9938
H 1.0441 -2.8007 -1.5203
S -0.5684 -2.4276 -3.8160
H -0.6017 -2.2328 5.5328
O -2.4957 0.1467 -2.9850
C -0.6223 4.3583 -2.2173
C -0.6358 -0.2217 0.4163
O -4.0766 1.7267 -2.9309
C -2.8601 1.3383 -2.8622
C -0.5835 -0.5111 -0.7763
H -0.3491 -2.7210 7.2119
H -4.7127 1.0075 -3.0990
H -2.9767 0.8879 4.1836
H -1.8117 -1.8040 6.7392
O 2.8322 1.5508 -2.6837
N -0.6176 1.7022 -2.7550
C 1.6742 1.3148 -2.7755
O 1.0805 -0.5034 7.2614
O 1.1329 0.1074 -3.0013
S -1.0094 0.8709 6.2600
C 0.5902 3.6848 -2.3530
H 3.8213 -4.3319 -3.7649
C 3.0791 -2.9260 -2.2506
S 2.2400 -2.8694 -4.8108
```

# 4
Below is the molecule C20H16N4 in a non-equilibrium geometry, with properties calculated with wB97M-V/def2-TZVPD.

SMILES: C1=C/C2=C/c3ccc([nH]3)Cc3ccc([nH]3)/C=c3/cc/c([nH]3)=C/C1=N2
Multiplicity: 1
Strongest force on any atom: 0.062 Eh/bohr
DFT total energy: -26958.649 eV
Kohn-Sham gap: 5.858 eV
Total charge: 0

The geometry in XYZ format:
```
40
C20H16N4 wB97M-V/def2-TZVPD
H 4.7033 2.1386 -0.4777
C 3.7065 2.0095 -0.0886
H -1.0836 0.8281 0.9782
H 0.4409 3.1487 2.3420
C 2.6891 1.2899 -0.6786
C -0.7516 -0.8453 3.6630
C 1.6602 0.0081 -2.5600
N -1.8958 -1.0540 -0.3711
C -2.3805 -1.4511 -1.5816
C 0.3964 -0.8159 -4.1389
H 3.5662 0.9023 -2.6258
C 0.2053 0.2188 3.8226
C -3.6668 -2.0768 -1.3727
H -0.9708 -1.6403 4.3709
H -4.7983 -2.5492 0.4652
H -3.2206 -1.8180 2.6779
N 0.4796 -0.3555 -1.9225
H 1.5959 2.4943 3.4560
H 3.8274 3.0063 1.9187
C -3.9206 -2.0781 -0.0101
H 2.4090 -0.2474 -4.7462
C -1.4107 -0.6326 2.5013
C 2.7139 0.7068 -2.0257
C 1.9310 1.9844 1.3363
N 1.5967 1.3255 0.1630
C 3.2061 2.4513 1.2087
C 0.1355 1.0652 2.7455
H -0.0483 -1.1862 -5.0776
C -2.7472 -1.4939 0.6521
H 0.8124 0.3246 4.6777
H 0.7134 0.8262 -0.0243
H -2.1429 -1.7183 -3.6704
H -0.8773 -1.0331 -0.2635
C 1.0435 2.2732 2.5167
C 1.6323 -0.3655 -3.9546
C -2.4894 -1.4105 2.0043
H -4.2721 -2.5001 -2.1822
C -0.2917 -0.8636 -2.8693
C -1.6659 -1.3863 -2.7522
N -0.8304 0.5202 1.8938
```

> Which of these has the lowest total charge?

C20H16F5N6O6SV

> Number 2 is which compound?

C20H16N2O4

> Look up the DFT total energy of the first one.

-92335.300 eV

Repeat the second record exactly.
Below is the molecule C20H16N2O4 in a non-equilibrium geometry, with properties calculated with wB97M-V/def2-TZVPD.

SMILES: CC(=O)c1cccc(NC(=O)c2cccc(NC(=O)c3ccco3)c2)c1
Multiplicity: 1
Strongest force on any atom: 0.329 Eh/bohr
DFT total energy: -32157.958 eV
Kohn-Sham gap: 7.647 eV
Total charge: 0

The geometry in XYZ format:
```
42
C20H16N2O4 wB97M-V/def2-TZVPD
C 5.8532 -1.5084 0.1156
H 5.6520 1.6501 -2.4886
C 3.3177 -0.4858 0.3690
H 2.7202 -2.0164 1.3744
C -5.6318 -0.5155 -0.5471
C 6.9615 0.3155 -1.1435
H -4.4786 1.5744 0.0928
C -0.2402 0.7272 0.8635
N 2.1448 0.0413 0.2310
H 0.8675 2.6275 1.2985
C -7.6994 0.1543 -0.7011
H 6.9362 -2.0031 0.1484
O -3.4855 -1.7553 -0.4134
H -8.4395 0.8385 -0.5798
H 7.3166 2.0600 -2.0651
H 2.0738 1.1177 0.1049
C -4.1322 -0.5796 -0.3037
H 5.0149 -2.9157 1.3986
C -2.5521 1.0547 0.4041
O -6.4831 0.4008 -0.5221
H 6.2934 2.3081 -0.9432
H -8.6640 -1.9845 -1.1965
H -3.2258 3.2045 0.5513
O 8.0628 -0.0983 -1.1959
C -2.2177 2.5891 0.4133
C -1.0976 3.0303 0.8834
N -3.8041 0.8300 -0.2015
C 5.7272 -0.3464 -0.4535
C 3.5321 -1.7429 1.1162
C -1.3964 0.0849 0.5215
C 4.4247 0.0680 -0.5205
C -6.5206 -1.7967 -0.7371
H 4.1710 1.2316 -0.8366
C 6.5918 1.6433 -1.7436
H -1.5363 -0.8113 0.1997
C -0.0314 2.1258 0.7992
H -6.1193 -2.8239 -1.0015
H -0.9400 4.1610 0.9525
C -7.7335 -1.3268 -0.8636
C 0.9765 -0.1230 0.9509
C 4.8658 -2.1510 0.7668
O 0.8120 -1.2776 1.3712
```